1.
16
Properties=species:S:1:pos:R:3:forces:R:3:lowdin_charge:R:1 method="wB97M-V/def2-TZVPD" charge=+1 energy_ev=-6262.126 orbital_gap_ev=11.271
C -2.40274 0.44770 -1.24819 0.346 -0.016 -0.181 -0.064
N -1.93999 -0.11985 -0.20547 0.367 2.109 0.673 -0.001
H -3.47323 0.57686 -1.44670 0.229 0.436 0.280 0.087
H -1.68975 0.85971 -1.97218 -0.316 -0.801 -0.419 0.075
H -0.08763 0.15668 0.49298 -0.293 -0.283 -0.334 0.098
H -2.60609 0.05975 0.55538 -0.419 -1.564 -0.208 0.071
C 1.28403 -1.33659 0.01910 0.492 0.263 0.115 0.003
N 0.88962 -0.08681 0.74286 -0.645 0.260 0.037 -0.066
C 1.78120 1.08300 0.55167 1.274 -0.035 0.559 -0.008
H 1.61585 -1.09359 -0.98761 -0.205 0.111 -0.004 0.103
H 2.14252 -1.71118 0.57013 -0.062 -0.413 -0.128 0.105
H 0.44859 -2.03749 -0.01135 0.157 0.178 0.162 0.104
H 0.87412 -0.30611 1.73832 -0.125 0.025 0.006 0.173
H 2.04728 1.21811 -0.49605 -0.410 0.082 0.084 0.107
H 2.70255 0.86211 1.09344 0.121 -0.115 -0.221 0.105
H 1.42048 1.98910 1.04415 -0.512 -0.235 -0.420 0.109

2.
102
Properties=species:S:1:pos:R:3:forces:R:3:lowdin_spin:R:1 method="wB97M-V/def2-TZVPD" s_squared=12.010 spin_multiplicity=7 charge=0 energy_ev=-108754.906 orbital_gap_ev="7.635 / 7.847"
Eu 0.54665 -1.04388 0.47960 1.895 -0.632 -1.411 6.053
C 2.15548 1.41681 -1.74673 0.116 -0.090 0.065 0.000
C 2.32534 0.06898 -2.42590 0.009 -0.060 0.139 0.000
N 2.62265 -0.98373 -1.44503 -0.242 -0.071 -0.076 -0.004
C 4.01486 -1.03825 -0.99158 -0.032 0.133 0.092 0.000
C 4.41582 -0.00888 0.06680 0.008 -0.132 -0.034 0.000
S 3.23038 0.22162 1.41622 -0.264 0.182 0.266 -0.004
C 2.78414 1.98104 1.23285 -0.031 -0.109 -0.087 0.000
C 1.48536 2.26640 0.46032 0.409 -0.241 -0.040 0.000
N 1.23640 1.30600 -0.62097 -0.411 0.174 0.230 -0.003
H 1.82701 2.15960 -2.47509 0.020 0.069 -0.053 0.000
H 3.11597 1.76073 -1.37217 0.038 0.051 0.009 0.000
H 3.10955 0.14807 -3.18678 0.017 -0.034 -0.098 0.000
H 1.39221 -0.19850 -2.92730 -0.023 -0.024 -0.012 0.000
H 2.42996 -1.88223 -1.87118 0.017 -0.108 -0.032 0.000
H 4.70255 -0.92313 -1.83797 0.057 -0.020 -0.060 0.000
H 4.17192 -2.02867 -0.57951 0.005 -0.051 0.005 0.000
H 4.61745 0.97072 -0.35832 0.042 -0.001 -0.021 0.000
H 5.34168 -0.35012 0.52917 0.050 0.004 -0.067 0.000
H 3.65169 2.48853 0.81063 -0.001 0.007 -0.002 0.000
H 2.66374 2.34665 2.25173 0.031 0.084 -0.012 0.000
H 1.50617 3.29995 0.10266 0.026 0.090 -0.065 0.000
H 0.66297 2.16636 1.14922 -0.078 -0.007 0.086 0.000
H 0.28178 1.44867 -0.94911 -0.111 0.096 -0.045 0.000
O -0.15718 0.23345 1.92880 -0.780 0.556 1.366 -0.018
C -2.20833 0.48640 3.23831 0.211 -0.051 -0.002 0.000
C -2.15394 1.20782 4.40519 -0.074 0.088 0.200 0.000
C -3.26992 1.03410 5.24233 0.034 -0.049 -0.061 0.000
C -4.33660 0.20099 4.91458 0.085 0.000 -0.072 0.000
C -4.34412 -0.54191 3.71945 -0.093 0.091 -0.013 0.000
C -3.24144 -0.37932 2.92065 -0.173 -0.262 0.059 0.000
C -1.93607 -2.26050 1.88481 -0.091 0.133 -0.016 0.000
N -1.00077 -2.83522 1.15408 0.051 -0.079 0.127 -0.006
C -0.97711 -4.16843 1.51396 0.093 0.186 -0.129 0.000
C -1.92242 -4.39559 2.45703 -0.142 0.075 0.129 0.000
N -2.52039 -3.17044 2.68064 -0.021 -0.194 0.252 0.000
H -1.32557 1.84882 4.68021 -0.047 -0.050 -0.019 0.000
H -3.30164 1.56440 6.18737 0.006 -0.004 -0.052 0.000
H -5.16800 0.11144 5.60310 0.032 0.025 -0.047 0.000
H -5.17809 -1.18539 3.45974 0.048 0.017 0.014 0.000
H -0.27821 -4.85799 1.06835 -0.029 0.058 0.059 0.000
H -2.21438 -5.28979 2.98326 0.010 0.115 -0.047 0.000
H -3.23793 -2.95657 3.35375 -0.022 -0.007 -0.007 0.000
F 3.10395 -4.07393 -0.70471 -0.055 0.070 0.038 0.000
C 2.94247 -3.90339 0.64925 0.099 -0.172 -0.420 -0.001
C 2.06059 -2.97836 1.12464 0.007 -0.068 -0.023 -0.011
C 1.99286 -2.93923 2.49153 -0.087 0.033 0.097 0.000
F 1.11251 -2.05029 3.05067 0.027 0.118 0.120 -0.001
C 2.72646 -3.71400 3.35980 0.012 -0.036 0.176 0.000
F 2.60397 -3.61951 4.68808 -0.009 0.015 0.037 0.000
C 3.61653 -4.61751 2.81411 0.082 -0.089 0.000 0.001
F 4.36002 -5.39170 3.60471 0.073 -0.082 0.080 0.000
C 3.72777 -4.71642 1.44029 0.130 -0.134 0.048 0.000
F 4.59158 -5.59131 0.91242 0.055 -0.082 -0.031 0.000
N -3.09748 -1.03323 -2.03985 -0.195 -0.154 -0.118 0.000
C -2.42949 -0.89191 -0.85924 0.210 0.131 -0.042 0.000
O -1.14156 -0.77461 -0.94904 -0.662 -0.130 -0.022 -0.008
C -3.14706 -0.83741 0.33087 -0.219 -0.013 0.205 0.000
C -2.48149 -0.85717 1.68986 -0.212 -0.245 -0.394 0.000
N -1.54267 0.31106 2.01057 -0.088 0.394 -0.245 0.001
C -4.55258 -1.02901 0.30237 0.190 -0.029 0.027 0.000
N -5.69983 -1.19410 0.27234 0.208 0.043 -0.016 0.000
H -2.54987 -1.34797 -2.82130 0.031 0.041 0.007 0.000
H -4.05610 -1.34410 -2.00571 0.048 -0.034 -0.022 0.000
C -4.64885 4.42198 -1.42541 -0.072 0.020 -0.050 0.000
C -4.28382 2.94598 -1.27282 0.028 -0.174 0.013 0.000
C -4.51748 2.54091 0.19176 -0.032 -0.012 0.050 0.000
C -5.20113 2.07973 -2.14747 -0.010 -0.005 0.030 0.000
P -2.48319 2.47108 -1.64041 -0.099 0.234 0.074 0.000
C -1.62177 3.80570 -0.69792 0.008 0.004 0.138 0.000
C -1.35556 3.47121 0.63502 -0.152 0.100 0.028 0.000
C -0.78346 4.38804 1.51387 -0.112 0.031 -0.055 0.000
C -0.42972 5.65231 1.06576 -0.028 -0.037 -0.030 0.000
C -0.66786 5.99769 -0.26171 -0.022 -0.084 -0.026 0.000
C -1.26841 5.08988 -1.12694 0.047 0.058 0.089 0.000
C -2.11968 2.77648 -3.46584 0.101 0.020 -0.032 0.000
C -2.79323 3.94736 -4.18783 0.060 0.000 -0.065 0.000
C -2.50371 1.47918 -4.20023 -0.005 0.018 -0.072 0.000
C -0.58899 2.88420 -3.57845 -0.020 -0.053 -0.048 0.000
H -5.65825 4.57540 -1.02376 0.073 -0.001 -0.058 0.000
H -4.65690 4.74604 -2.46688 0.015 -0.004 0.067 0.000
H -3.97307 5.07127 -0.86557 -0.014 -0.038 0.001 0.000
H -5.57978 2.66678 0.43138 0.084 -0.004 -0.026 0.000
H -3.94442 3.16445 0.88153 -0.035 -0.006 -0.030 0.000
H -4.25191 1.49597 0.37087 -0.014 0.150 -0.021 0.000
H -6.23758 2.19155 -1.80934 0.088 -0.005 -0.014 0.000
H -4.93848 1.01998 -2.07015 -0.033 0.116 0.004 0.000
H -5.16354 2.37295 -3.19861 -0.013 -0.003 0.041 0.000
H -1.60477 2.47033 0.98896 0.024 0.114 -0.040 0.000
H -0.60649 4.10465 2.54791 -0.007 0.010 -0.104 0.000
H 0.02747 6.36657 1.74205 -0.036 -0.042 -0.047 0.000
H -0.39927 6.98483 -0.62227 -0.017 -0.059 0.019 0.000
H -1.46550 5.40174 -2.14396 0.007 -0.019 0.019 0.000
H -3.87196 3.80353 -4.26062 0.044 0.004 0.019 0.000
H -2.40364 4.00023 -5.21228 -0.039 0.005 0.064 0.000
H -2.61603 4.91518 -3.72005 -0.001 -0.042 0.015 0.000
H -3.56820 1.25364 -4.12642 0.064 0.018 -0.017 0.000
H -1.95508 0.63061 -3.78695 -0.025 0.075 -0.031 0.000
H -2.24856 1.57576 -5.26272 -0.012 0.001 0.071 0.000
H -0.16866 3.70884 -3.00222 -0.016 0.004 -0.044 0.000
H -0.30473 3.02140 -4.62942 -0.035 -0.050 0.092 0.000
H -0.12725 1.95233 -3.22880 -0.088 0.126 -0.046 0.000

3.
16
Properties=species:S:1:pos:R:3:forces:R:3:lowdin_charge:R:1 method="wB97M-V/def2-TZVPD" smiles="CNCC(=O)OC" charge=0 energy_ev=-9878.852 orbital_gap_ev=9.923
C -0.11728 1.60197 -2.09490 -0.051 0.026 -0.193 -0.139
N 0.68346 1.56124 -0.87939 -0.087 0.010 0.139 -0.122
C 1.06046 0.22643 -0.46279 0.095 -0.013 -0.037 -0.143
C 0.14434 -0.33739 0.60998 -0.174 0.259 0.173 -0.486
O -0.71685 0.30356 1.16751 0.277 -0.291 -0.208 0.101
O 0.44611 -1.60561 0.92094 -0.012 0.142 -0.097 -0.039
C -0.29555 -2.14774 2.01818 -0.122 -0.125 0.188 -0.048
H 0.49943 1.28421 -2.94390 -0.134 0.030 0.111 0.076
H -0.42622 2.63568 -2.28500 0.053 -0.201 0.039 0.078
H -1.02444 0.97295 -2.06957 0.148 0.073 0.040 0.081
H 0.14902 1.97769 -0.12144 0.126 -0.009 -0.084 0.096
H 2.07648 0.21736 -0.04072 -0.175 -0.017 -0.025 0.129
H 1.08489 -0.45894 -1.31636 -0.029 0.052 0.102 0.129
H 0.01828 -3.18828 2.10715 -0.042 0.174 -0.019 0.093
H -1.36989 -2.08357 1.82890 0.161 -0.021 0.004 0.095
H -0.06654 -1.59808 2.93562 -0.034 -0.090 -0.133 0.098